<a>
{"formula": "C3H5O2S", "method": "ωB97M-V/def2-TZVPD", "symbols": ["O", "C", "O", "C", "C", "S", "H", "H", "H", "H", "H"], "positions_angstrom": [[2.3171, 0.9174, -0.0991], [1.6955, -0.1399, 0.0186], [2.0205, -1.1287, 0.8690], [0.2837, -0.1833, -0.5903], [-0.7713, 0.3646, 0.4835], [-2.4788, 0.5206, -0.0423], [0.3757, 0.5021, -1.4481], [0.0402, -1.2033, -0.8200], [-0.6398, -0.1968, 1.3715], [-0.2884, 1.3465, 0.6746], [-2.5544, -0.7991, -0.4173]], "e_homo_ev": -3.87, "lumo_energy_ha": 0.1147, "total_charge": -1, "smiles": "O=C([O-])CCS", "multiplicity": 1}

---

<b>
{"formula": "C3H5O2S", "method": "ωB97M-V/def2-TZVPD", "symbols": ["C", "C", "C", "O", "O", "S", "H", "H", "H", "H", "H"], "positions_angstrom": [[-0.5370, 0.0340, -0.3088], [0.2857, 0.1193, 0.7073], [-2.0818, -0.1181, -0.1512], [3.1012, 0.6742, -1.0051], [3.4165, -1.2348, 0.4338], [2.9605, 0.1872, 0.3737], [-0.2127, 0.2197, -1.3253], [-0.0551, 0.4301, 1.6694], [-2.2777, -0.9361, -0.8757], [-2.2557, -0.2030, 0.9260], [-2.3437, 0.8275, -0.4441]], "e_homo_ev": [-2.61, -2.61], "lumo_energy_ha": [0.1454, 0.1454], "total_charge": -1, "multiplicity": 1}

---

Which one is most stable, and which one is least stable? <a> is the most stable of them, while <b> is the least stable.

---

<a>
{"formula": "CH3O3", "method": "ωB97M-V/def2-TZVPD", "symbols": ["O", "H", "O", "C", "O", "H", "H"], "positions_angstrom": [[-1.9875, -1.5534, 0.3760], [-1.9582, -1.6016, -0.5797], [2.0707, 0.6975, -0.9894], [1.2469, 1.0783, -0.1094], [0.4133, 0.2998, 0.4072], [1.4180, 2.1427, 0.2291], [-1.2031, -1.0634, 0.6661]], "e_homo_ev": -3.95, "lumo_energy_ha": 0.1616, "total_charge": -1, "multiplicity": 1}

---

<b>
{"formula": "CH3O3", "method": "ωB97M-V/def2-TZVPD", "symbols": ["O", "H", "H", "O", "O", "C", "H"], "positions_angstrom": [[0.5826, 4.7320, 2.0264], [0.7825, 3.8598, 1.6172], [-0.3983, 4.8027, 1.9931], [1.4144, 1.6732, 0.3348], [0.0000, 0.0000, 0.0000], [0.8587, 0.8327, -0.3547], [1.0595, 0.8576, -1.4532]], "e_homo_ev": -3.94, "lumo_energy_ha": 0.1504, "total_charge": -1, "multiplicity": 1}

---

Which one is most stable, and which one is least stable? <a> is the most stable of them, while <b> is the least stable.

---

<a>
{"formula": "C10H18N3O", "method": "ωB97M-V/def2-TZVPD", "symbols": ["C", "C", "C", "C", "C", "C", "C", "C", "C", "C", "N", "N", "N", "O", "H", "H", "H", "H", "H", "H", "H", "H", "H", "H", "H", "H", "H", "H", "H", "H", "H", "H"], "positions_angstrom": [[-2.5492, 0.3731, -0.2139], [-1.3511, 0.3640, -0.8629], [-1.2280, 1.7996, 0.7820], [2.5595, 0.8181, -1.7348], [2.8645, 0.1350, -0.4007], [0.7901, 1.4877, -0.5209], [-3.4320, 0.4909, 2.9145], [2.4965, -3.2897, -1.3631], [-3.4778, 1.5295, 1.7970], [1.7789, -1.9949, -1.0042], [-2.4653, 1.2657, 0.8024], [-0.5262, 1.2634, -0.2295], [2.6364, -1.1490, -0.2060], [1.1792, 1.0546, -1.8140], [-3.4414, -0.1818, -0.4171], [-1.0347, -0.1817, -1.7259], [-0.8693, 2.5482, 1.4567], [3.1192, 1.7622, -1.7603], [2.8573, 0.2097, -2.5964], [3.5366, 0.6261, 0.2859], [1.1931, 2.4400, -0.2006], [-3.5800, -0.5094, 2.5151], [-4.2207, 0.6943, 3.6317], [-2.4774, 0.5228, 3.4337], [2.7537, -3.8511, -0.4674], [1.8518, -3.9087, -1.9798], [3.4077, -3.0825, -1.9188], [-3.3073, 2.5282, 2.2026], [-4.4545, 1.5103, 1.3084], [1.4800, -1.4536, -1.9015], [0.8769, -2.2217, -0.4234], [3.0334, -1.5994, 0.6112]], "e_homo_ev": [-9.76, -9.80], "lumo_energy_ha": [-0.1191, -0.1176], "total_charge": 1, "multiplicity": 1}

---

<b>
{"formula": "C10H18N3O", "method": "ωB97M-V/def2-TZVPD", "symbols": ["C", "C", "C", "C", "C", "C", "C", "O", "H", "H", "H", "H", "H", "H", "H", "H", "C", "C", "C", "N", "N", "N", "H", "H", "H", "H", "H", "H", "H", "H", "H", "H"], "positions_angstrom": [[-4.6004, 0.8257, -1.6249], [-0.8492, 1.4856, 0.2813], [-0.8817, 1.4035, -1.0975], [-1.9400, 1.1028, 1.0301], [-2.0704, 1.0717, -1.7494], [-3.1228, 0.7879, 0.3619], [-3.2139, 0.7548, -1.0265], [0.3664, 1.8882, 0.8354], [-0.0904, 1.7162, -1.7653], [0.2216, 2.0755, 1.7748], [-1.9508, 1.0714, 2.1060], [-2.0213, 1.0709, -2.8286], [-3.9373, 0.4314, 0.9768], [-5.2725, 0.1669, -1.0755], [-4.6283, 0.4720, -2.6611], [-4.8947, 1.8444, -1.7264], [1.3004, -1.3512, 0.2175], [0.8425, -2.5339, -0.6272], [3.4645, -0.5858, 1.1235], [2.7651, -1.4371, 0.4034], [2.8325, 0.4119, 1.7510], [4.8057, -0.6518, 1.1950], [1.1040, -0.4102, -0.2964], [0.7939, -1.3908, 1.1819], [1.5194, -3.3835, -0.5339], [0.7748, -2.2593, -1.6904], [3.1799, -2.2640, 0.0017], [1.9487, 0.6925, 1.3444], [3.1610, 0.9302, 2.5494], [5.3107, -1.3359, 0.6552], [5.2750, 0.2246, 1.3628], [-0.1920, -2.8247, -0.4487]], "e_homo_ev": -11.31, "lumo_energy_ha": -0.0996, "total_charge": 1, "multiplicity": 1}

---

Which one is most stable, and which one is least stable? <b> is the most stable of them, while <a> is the least stable.